ORCA calculation (ωB97M-V/def2-TZVPD) on a cluster of 14 separate species, C101H215N9O10 in total.

Geometry as XYZ:
```
335
Properties=species:S:1:pos:R:3:forces:R:3
C 12.2508 17.2718 16.5384 -0.3639 -0.6481 -0.4625
C 11.0536 18.0307 15.9463 1.5291 1.9725 1.3018
C 9.7065 17.4912 16.2975 -0.6138 0.1836 0.0718
C 9.6633 17.4638 17.8443 1.6704 0.1226 -0.5373
N 8.4031 17.1935 18.4545 -4.0299 -0.3075 -0.6491
C 7.2874 18.1223 17.8805 0.6097 0.5186 2.3216
C 6.1733 18.0058 18.9340 0.3916 -0.5582 0.8343
C 6.8622 17.6526 20.2970 1.1340 -0.3047 -0.1104
C 8.3667 17.4636 19.9813 -0.4719 -0.3760 -1.4452
C 7.9605 15.7569 18.1802 0.5951 -0.3331 1.0869
H 12.5300 17.5211 17.5475 -0.0193 0.3145 0.4261
H 13.1080 17.4158 15.8797 0.0699 -0.0486 0.2227
H 12.0087 16.1986 16.5421 0.2252 0.1107 -0.0828
H 11.2844 18.0861 14.9188 -0.5086 -0.1397 -1.4696
H 11.1096 19.1245 16.2691 -0.1013 -1.1765 -0.1819
H 9.6187 16.4879 15.9217 -0.0305 -0.6412 -0.2628
H 8.9291 18.0803 15.7273 0.5381 -0.3740 1.1309
H 10.0619 18.4055 18.2414 -0.2298 -0.0833 0.0212
H 10.3014 16.6858 18.2945 0.3497 0.3707 -0.5886
H 7.0195 17.9374 16.8555 0.0304 -0.5631 -0.1975
H 7.7331 19.1271 17.9435 -0.1145 -0.2712 -0.1384
H 5.4679 17.2164 18.7160 -0.1364 -0.2105 -0.3567
H 5.5848 18.8922 19.0453 -0.2035 0.7608 -0.1740
H 6.4918 16.7356 20.7641 -0.1869 0.0173 -0.3564
H 6.8163 18.3738 21.1087 -0.3940 0.5068 -0.2616
H 8.8087 16.5751 20.4553 0.1741 0.8079 -0.0220
H 8.9832 18.3690 20.0434 -0.0272 -0.3743 0.6100
H 8.7448 15.1764 18.7200 -0.7504 0.0189 -0.4150
H 8.0336 15.4952 17.1021 -0.3781 0.4703 0.7951
H 6.9481 15.5573 18.6556 1.3400 0.3124 -0.8595
C -5.2863 20.9211 22.6268 1.0082 0.3983 0.8075
C -4.0899 20.7104 21.6793 0.1025 -0.5410 0.1124
C -2.7378 20.4920 22.4029 0.0020 -1.5157 -0.4295
C -1.6380 20.1630 21.3687 -0.9892 1.0710 -0.8829
N -0.2328 20.1119 21.8908 -1.0709 -0.6653 0.9470
C 0.7312 19.6773 20.8190 -1.2247 -1.4149 1.2640
C 1.8572 19.0921 21.6436 1.8730 0.9428 -0.7156
C 1.3809 18.7585 23.0577 0.3897 0.5095 -0.2111
C -0.1245 19.0794 23.0575 1.7055 -0.7665 -2.0853
C 0.2437 21.4564 22.3702 -1.0276 0.3179 0.4779
H -5.5667 19.9765 23.1264 0.4471 0.4403 0.0515
H -6.1827 21.2046 22.1014 -0.1584 0.4145 -0.3119
H -5.0088 21.7113 23.3827 -0.6175 -0.8286 -0.6027
H -3.9426 21.5062 20.9329 -0.2977 0.0159 0.3885
H -4.3242 19.8103 21.1123 0.1627 -0.1150 -0.2835
H -2.7599 19.5955 23.0714 -0.4064 0.6600 -0.3212
H -2.5241 21.3265 23.0333 0.3288 0.7809 0.2928
H -1.5913 20.8792 20.5262 -0.1448 0.1621 0.5679
H -1.9760 19.2544 20.8324 0.8753 -0.1260 0.6793
H 0.9548 20.5581 20.3050 0.6760 1.2196 -1.0361
H 0.2057 18.9774 20.1353 0.3993 0.2532 0.5873
H 2.7295 19.7995 21.6711 -0.9199 -0.4360 -0.0372
H 2.2239 18.2473 21.1051 0.2900 -0.8825 -0.1295
H 1.9283 19.3718 23.7906 -0.3925 -0.0052 -0.2506
H 1.7103 17.7528 23.2779 -0.6924 -0.4410 0.2632
H -0.3955 19.4725 23.9860 -0.9145 0.9265 1.1162
H -0.7344 18.2115 22.7976 -0.0154 0.2350 -0.0788
H 0.1172 22.2211 21.5792 -0.1406 -0.5541 0.4646
H 1.2874 21.3955 22.6140 0.5686 -0.1030 -0.0334
H -0.3164 21.7043 23.2924 0.2270 0.0776 -0.6931
C 10.3850 25.3388 25.7014 -0.2478 2.8846 -0.1177
C 9.6314 24.6448 24.5830 1.4585 -0.0848 0.7040
C 10.0879 23.2055 24.7257 1.0370 -0.3095 0.2106
C 9.5073 22.4162 23.5838 1.1269 0.7589 -0.4044
N 9.7433 20.9888 23.5680 1.6614 -2.2692 -1.8577
C 9.3250 20.2649 24.7870 -2.3021 -0.6582 0.0034
C 10.2210 19.0890 24.9825 0.5820 -1.8182 0.6437
C 11.0714 19.0144 23.6885 -0.0898 -0.0546 1.0403
C 11.1862 20.5061 23.3452 0.4244 -0.0030 1.1741
C 8.9556 20.4988 22.3581 -0.2225 -0.4730 0.4334
H 10.1807 26.4699 25.7383 0.1764 -1.4239 -0.1249
H 11.4907 25.2613 25.5653 -0.8363 -0.2679 0.3932
H 10.0074 24.9574 26.6437 0.4817 -0.1997 0.3128
H 9.9841 25.0043 23.6362 0.2778 0.3444 -0.7671
H 8.5759 24.8443 24.5747 -0.6568 -0.2711 0.4131
H 9.9169 22.7678 25.7175 -0.5306 0.1575 -0.1696
H 11.2257 23.2463 24.7803 -1.1972 -0.3384 -0.7084
H 9.9155 22.8247 22.6166 -0.6447 -0.3537 0.7131
H 8.4313 22.4171 23.5821 -0.5556 0.9454 0.0299
H 8.3366 19.8520 24.5464 -0.1428 0.3856 0.4600
H 9.3014 20.9139 25.6491 0.1393 0.2124 0.1071
H 9.6647 18.0916 25.0763 0.4059 1.6213 0.1030
H 10.8123 19.3037 25.9133 -0.1014 -0.4910 -0.9832
H 10.6159 18.3586 22.9408 -0.3483 0.7276 -0.2286
H 11.9724 18.4545 23.9128 0.7441 0.6110 -0.0232
H 11.4779 20.6915 22.3138 0.0404 0.2337 0.0770
H 11.8189 21.0195 24.1535 -0.8285 -0.6282 -1.2192
H 9.4485 20.8916 21.4819 0.1965 0.0543 -0.2980
H 7.9786 20.9654 22.4622 -0.3007 -0.4386 -0.2904
H 8.8891 19.3883 22.2681 0.1286 0.9625 0.5009
C 11.6521 25.6560 29.5782 0.4842 -1.1963 0.8261
C 13.1808 25.4945 29.7678 0.0513 3.3182 1.2182
C 13.9088 24.5045 28.9405 -1.5845 -1.7879 -0.7237
C 15.3956 24.5547 29.1018 1.8146 0.8285 -1.2002
N 16.1373 23.1976 28.7526 -1.5024 1.1909 0.6115
C 15.7605 22.2334 29.8365 1.3883 0.6472 1.0506
C 17.0048 21.9267 30.7020 0.7689 0.2180 -3.3216
C 18.0425 22.9923 30.1663 -0.3269 0.7850 1.7115
C 17.6278 23.3300 28.7231 0.6941 -0.4833 0.2586
C 15.5709 22.7144 27.4798 -0.8028 0.6526 -0.5462
H 11.2186 24.8332 30.1658 -0.3813 0.1628 -0.4360
H 11.2799 25.6238 28.5707 0.1635 -0.2940 -0.6403
H 11.2548 26.5700 29.9961 0.2782 0.3188 0.3408
H 13.3307 25.3754 30.9081 0.1799 0.0262 -1.7980
H 13.6546 26.4706 29.4690 -0.3848 -0.3920 0.7056
H 13.6129 24.5608 27.8810 0.3059 0.6195 0.1835
H 13.4162 23.5701 29.1848 0.5117 -0.7798 0.3281
H 15.6983 24.8680 30.1269 -0.0208 -0.4132 -0.7356
H 15.7694 25.2908 28.3101 -0.1414 -0.8927 1.2012
H 15.4843 21.3547 29.3720 -0.9773 -1.7490 -0.9564
H 14.9225 22.6692 30.3371 -0.3572 -0.0461 0.5480
H 17.3254 20.8881 30.4675 -0.0162 0.7107 0.1997
H 16.8046 21.9816 31.7189 -0.1706 0.3226 1.8374
H 19.0768 22.6766 30.3351 -0.1839 -0.0699 -0.6071
H 17.9512 23.8760 30.8320 -0.0584 -0.2432 -0.4845
H 18.0124 22.5016 28.1299 -0.2402 -0.0673 -0.3728
H 17.9657 24.2657 28.1994 -0.5408 -0.6722 0.9698
H 15.9782 21.7534 27.2375 0.4175 -0.5330 -0.0257
H 15.8453 23.4626 26.7327 -0.3054 -0.0609 -0.1386
H 14.4666 22.5942 27.5750 0.8939 0.1101 -0.2349
C 10.5186 22.3038 18.1183 0.2879 -2.2754 -1.1293
C 9.3392 21.3310 18.2331 -1.5496 -0.5457 0.5408
C 8.0382 21.9040 18.9265 0.1032 0.1175 -0.2193
C 7.5392 23.1601 18.1521 0.6977 -0.4499 0.9708
N 6.2773 23.7973 18.7331 0.9864 -1.0248 -0.3684
C 5.9704 25.0486 17.9991 -0.8334 -0.2479 -0.2911
C 4.8929 25.7552 18.8273 0.7839 -0.3053 -0.3738
C 5.1438 25.2609 20.2557 2.2241 0.7236 1.2615
C 6.3969 24.2963 20.1398 0.2732 0.7387 0.1567
C 5.1530 22.7435 18.7285 3.7079 -1.0298 -2.3011
C 5.0470 21.9759 17.3823 -0.3407 1.2685 0.5674
C 3.6127 21.5333 17.2684 0.7558 -3.0435 1.3864
H 10.5615 22.7613 17.1620 -0.4303 0.9057 -0.8691
H 11.4777 21.7723 18.1037 -0.2242 -0.2126 0.4776
H 10.5479 23.0192 18.8768 -0.0591 1.2029 1.3197
H 9.5525 20.4874 18.8859 0.7129 -0.0653 0.1901
H 9.0493 20.8040 17.2834 0.3809 0.9184 0.4055
H 8.2563 22.1815 19.9688 0.1819 0.0943 -0.2867
H 7.2744 21.0908 19.0778 0.5850 0.7823 -0.5646
H 7.3447 22.8370 17.1105 0.0810 0.7236 0.5272
H 8.3784 23.9168 18.2290 -1.1455 -0.6302 -0.4009
H 5.6947 24.7846 16.9934 -0.3552 -0.0073 -0.4507
H 6.8583 25.6498 17.9191 0.5812 0.0718 0.2182
H 3.9292 25.5108 18.4429 -0.8431 -0.4097 -0.0074
H 4.9865 26.8099 18.6423 0.1166 0.5601 0.3835
H 4.2777 24.8676 20.7688 -0.0548 -0.5540 -0.1497
H 5.5659 26.0367 20.9469 -0.7987 -0.1698 -0.7256
H 6.4794 23.4743 20.8747 -0.4165 0.2811 -0.5117
H 7.3586 24.8953 20.1452 -1.0661 -0.4444 0.0772
H 4.3006 23.2661 18.9046 -2.5053 1.0673 1.1590
H 5.5400 22.0359 19.4565 -1.0550 0.3197 0.6585
H 5.6877 21.1154 17.4933 0.4061 -0.2610 -0.5537
H 5.3083 22.6020 16.5084 0.0900 -0.4349 0.3344
H 2.9620 22.3004 17.0854 -1.6045 2.1786 -0.5086
H 3.2954 21.0663 18.2517 0.2704 0.3649 -1.0163
H 3.4781 20.7865 16.4858 -0.0042 -0.0203 0.0088
C 13.3952 27.2052 20.8084 0.2338 1.0320 -2.1993
C 13.6211 26.3710 21.9819 0.4756 -0.8785 1.9859
C 14.8517 25.4768 21.8439 0.3667 0.1276 -0.4895
C 14.8672 24.3238 22.8332 0.4519 1.8971 -0.2631
N 15.8429 23.2192 22.4001 -0.0926 -0.1918 2.6581
C 14.9666 22.2797 21.6248 1.7638 -1.0879 -0.3704
C 14.1398 21.5330 22.6912 -0.6365 0.0774 -0.1940
C 14.8981 21.6593 24.0371 1.5353 0.2620 -1.1138
C 16.1856 22.4915 23.7129 -1.5895 1.0005 0.9405
C 17.1204 23.6590 21.7681 0.4231 0.5642 -0.8700
C 18.1807 24.3920 22.6209 -0.8978 -0.1929 -0.2689
C 19.0109 25.1900 21.6260 0.8087 0.5426 2.1840
H 12.5490 27.8472 20.9518 -0.4651 0.5228 0.1067
H 13.1669 26.6578 19.8820 0.2603 -0.0745 0.2141
H 14.2766 27.8651 20.5915 -0.6841 -0.5577 0.2139
H 12.8581 25.6523 22.2422 -1.1077 0.0009 -0.4403
H 13.5956 27.0510 22.8621 0.8112 -0.6170 -0.1353
H 15.7470 26.0772 21.8703 0.5209 0.2555 0.5084
H 14.9166 25.0659 20.8307 -0.5989 0.0371 -0.1913
H 13.8525 23.9345 22.8653 0.2475 -0.4187 0.1204
H 15.0851 24.7767 23.8122 0.3422 -0.6822 -0.0104
H 15.6044 21.5288 21.1212 0.0308 0.4863 0.2242
H 14.5709 22.9004 20.8222 -0.8661 -0.3368 0.2137
H 14.0611 20.4443 22.4235 -0.4017 1.2385 0.0231
H 13.1607 22.0409 22.7956 0.4720 -0.8161 -0.1814
H 15.2323 20.6979 24.3873 -0.0204 -0.4739 0.1020
H 14.3105 22.0737 24.8234 -0.5557 0.5161 0.4648
H 17.0617 21.8852 23.6434 0.5185 -0.4434 -0.6785
H 16.4006 23.2844 24.4736 -0.2039 -0.6393 -0.6776
H 16.8889 24.3337 20.9247 -0.1667 -0.3849 0.4188
H 17.5849 22.7904 21.3093 -0.1662 -0.3539 0.0801
H 18.7783 23.7784 23.2928 0.0397 -0.5275 -0.4210
H 17.6892 25.0601 23.3108 -0.3246 0.5692 0.1733
H 19.3777 24.6522 20.8008 0.3500 -0.9718 -1.0490
H 19.8864 25.5870 22.1633 -0.2416 0.0333 -0.3324
H 18.4342 26.0143 21.2822 -0.4268 0.7848 -0.4482
C 9.7358 28.6380 21.7713 -0.7480 0.7616 -1.4250
C 10.2914 28.3384 23.1231 1.4150 -3.3683 -0.0539
C 11.3813 29.2554 23.5123 -0.2484 2.8908 -0.6286
C 11.9549 29.2064 24.9327 -0.6592 -1.3067 -0.1991
N 12.7154 30.3519 25.4587 -0.1159 0.2349 1.1957
C 14.0354 30.5155 24.8045 0.8978 0.5300 1.9796
C 14.9151 31.2323 25.8964 1.0463 0.2535 -1.3867
C 14.2348 30.9673 27.2455 -1.1410 0.4575 -1.2755
C 13.1220 30.0022 26.9397 -0.4171 -0.8321 -1.3097
C 11.9774 31.6805 25.2905 0.6725 0.3910 -0.1194
C 10.6857 31.9698 26.0348 -0.1502 -2.5893 0.5899
C 9.9305 33.1624 25.4938 -0.4856 1.6896 -0.2664
H 8.9723 27.9096 21.3820 1.0966 0.3907 0.3508
H 10.5308 28.8707 21.0346 -0.3749 -0.6796 0.1350
H 9.1868 29.5890 21.7940 -0.0408 -0.0463 0.2318
H 10.7691 27.2973 23.1522 -0.9807 0.8869 -0.1069
H 9.5088 28.3459 23.8168 -1.2260 -0.1100 1.3194
H 10.9221 30.2220 23.1998 0.4132 0.1323 1.0040
H 12.0961 29.1849 22.7167 1.2290 -0.3012 -0.0343
H 12.6413 28.3637 25.0263 0.0792 -0.1379 -0.1542
H 11.1822 29.0086 25.6778 -0.3178 0.0795 -0.2326
H 13.8908 31.0582 23.9194 0.0041 0.9240 -1.2075
H 14.4680 29.5790 24.5864 0.1450 -1.4250 -0.1309
H 14.8738 32.3096 25.6094 0.6010 -0.6762 0.6455
H 15.9989 30.8407 25.8599 -1.7786 0.7473 -0.0351
H 13.7000 31.8374 27.6074 0.4382 0.5584 0.1552
H 14.8708 30.6290 28.0106 0.8769 -0.4988 0.8668
H 12.2557 30.2265 27.5511 -0.2245 -0.5739 0.1052
H 13.4028 28.9089 26.8739 -0.2358 1.2267 0.3134
H 11.8037 31.6803 24.2251 -0.0578 0.4210 -0.2824
H 12.7172 32.4557 25.5299 -0.2058 -0.1756 -0.1855
H 10.9326 32.0444 27.1101 -0.3263 0.2710 -0.3932
H 10.0465 31.0143 25.9439 0.5788 1.4518 0.2011
H 10.5201 34.0788 25.2617 0.3888 -0.8796 0.1142
H 9.2675 33.6076 26.2792 -0.0092 -0.9113 -0.8450
H 9.4086 32.9469 24.5261 0.1122 0.0230 1.0821
C 9.4139 11.9087 19.4551 -0.2577 -1.7717 -1.3167
C 10.0011 12.9138 20.2932 1.2193 2.0447 -0.3216
C 9.2208 13.3615 21.4619 -0.2484 -1.1046 1.6748
C 9.7656 14.6086 22.1780 -0.9065 -1.9841 0.1427
N 10.5027 14.3205 23.4994 -0.1879 0.2032 -0.9755
C 11.0722 15.6990 23.9354 1.8727 -2.0329 0.1697
C 12.6149 15.4671 24.1221 -0.9145 0.1552 -1.4045
C 12.8208 13.9834 24.2916 -1.7776 -0.3385 -2.1293
C 11.6810 13.3473 23.3548 1.4133 1.2527 0.1141
C 9.4809 13.7521 24.4329 -1.3840 0.4567 -0.0411
C 9.9457 13.3709 25.8097 -0.6253 -0.3094 -0.0221
C 8.6799 13.0906 26.6882 1.8015 -0.0177 -0.8446
H 8.4758 12.2519 19.0867 -1.1279 -0.0609 -0.2573
H 9.3261 10.9454 19.9447 -0.2482 -0.2598 -0.0692
H 10.0511 11.8169 18.5795 0.0045 -0.4798 -0.1561
H 10.2184 13.7313 19.6119 -0.0773 0.8484 0.0872
H 10.9779 12.6194 20.5450 1.4536 -0.5459 0.7992
H 9.1584 12.4887 22.1711 -0.0851 0.7284 -0.6337
H 8.1935 13.5082 21.1377 -0.2657 0.3051 0.1356
H 8.9053 15.2243 22.3845 0.1438 0.6146 0.6844
H 10.4266 15.0760 21.5073 1.1521 0.9871 -0.5214
H 10.5959 15.9385 24.8462 -0.6948 0.5498 0.7883
H 10.9256 16.4011 23.1478 -0.5535 0.3243 -0.3769
H 13.0381 16.0178 24.9298 0.0857 0.5016 0.7494
H 13.0993 15.8251 23.2168 0.0940 -0.0024 -0.1561
H 12.6565 13.7969 25.3046 -0.1242 -1.0099 1.6039
H 13.7734 13.6286 23.9463 0.4813 -0.1448 0.0995
H 11.4150 12.2839 23.5514 -0.0291 0.9838 -0.1033
H 12.0660 13.4743 22.3169 -0.4604 -0.2906 0.6638
H 9.0859 12.8353 23.9713 0.1721 0.4326 0.0154
H 8.6363 14.4867 24.4639 0.7594 -0.3616 -0.0332
H 10.4548 14.1967 26.2777 0.5067 0.2750 0.2322
H 10.6320 12.5204 25.6805 -0.2392 0.1438 0.6605
H 8.0986 12.2630 26.3206 -0.4772 -0.0651 -0.3222
H 8.1533 14.0254 26.7586 -0.6479 0.1758 -0.0122
H 9.0258 12.8149 27.6562 0.1393 -0.1937 0.9244
C 6.9871 23.0246 26.5954 1.5576 -2.7069 2.5730
C 6.0089 21.9981 27.2677 0.6173 0.2583 0.0913
C 6.7688 20.7224 27.7934 -1.4724 1.0155 0.2862
C 6.0370 20.0584 28.9636 -0.7168 -0.2742 0.3583
N 6.8467 18.9217 29.5758 -0.0861 -0.1993 0.1019
C 8.2624 19.3027 29.8773 1.0884 0.4040 -0.0476
C 9.1539 18.6916 28.7765 -0.5379 0.5978 -0.3489
C 8.3678 17.5179 28.1429 -1.0741 2.0454 -1.2120
C 6.8893 17.7825 28.5490 0.1774 -0.9270 0.9343
C 6.1057 18.4940 30.8493 -0.1336 0.0031 -0.9653
C 6.5651 17.1087 31.3383 0.0029 0.1293 -1.3866
C 6.0657 16.8549 32.7079 0.0330 -0.7616 1.3049
H 7.6760 23.5013 27.3324 -0.3845 -0.5637 -0.2836
H 6.4834 23.8001 26.1624 -1.3885 1.7878 -1.6275
H 7.6140 22.4155 25.9388 -0.0650 0.5445 -0.3958
H 5.2481 21.7812 26.4952 0.1219 -0.2653 0.6739
H 5.5485 22.4691 28.1525 -0.1835 -0.0644 -0.4723
H 7.6614 21.1030 28.2541 0.8174 0.1458 -0.3041
H 6.9874 20.0290 26.9950 0.1533 -0.2269 -0.3143
H 5.0012 19.6212 28.7943 1.3232 0.5342 -0.2947
H 5.9049 20.7603 29.7959 0.0736 0.1517 -0.2634
H 8.5450 18.9733 30.8550 -0.1816 -0.5977 0.6457
H 8.3768 20.3992 29.9460 -0.2437 -0.4550 -0.3189
H 10.2039 18.4736 29.0584 -0.8133 0.0695 0.1017
H 9.1769 19.4948 28.0505 0.5907 -0.0250 -0.3826
H 8.6905 16.5738 28.5207 0.1950 -0.7588 -0.0978
H 8.3918 17.6496 27.0070 0.2721 -0.7754 1.4469
H 6.4603 16.8820 29.0256 0.2344 0.6803 -0.3937
H 6.1924 18.0953 27.7952 0.1957 -0.0734 -0.8278
H 5.0988 18.4309 30.4393 -0.3775 0.0692 0.7353
H 6.1921 19.3486 31.5940 -0.0136 -1.2733 -0.8232
H 7.6616 17.1421 31.2489 -0.2084 -0.4792 0.4015
H 6.1890 16.2378 30.7040 0.5323 1.3915 0.5541
H 5.0161 16.5869 32.7486 -0.1733 -0.3412 -0.3030
H 6.1068 17.7105 33.3449 0.4452 0.7475 0.5009
H 6.6555 16.0611 33.1791 -0.3144 0.0745 0.0155
C 13.4656 17.8706 20.5966 1.1265 -1.3537 0.5811
C 11.9738 17.9706 20.3602 0.7978 -2.2286 1.0988
O 11.4855 19.0641 20.1830 -1.5733 2.8003 -0.6453
O 11.3607 16.8588 20.4414 -0.0179 0.1766 -0.1051
H 13.6188 17.2668 21.5197 -0.1065 0.7050 -0.1755
H 14.1348 18.7559 20.6064 -0.8045 -0.3212 -0.1606
H 13.8198 17.1278 19.8798 0.3049 0.2969 -0.3778
C 5.5100 16.6667 23.9820 -0.0035 0.6680 -0.4217
C 6.9017 17.2174 24.2093 0.3568 1.5718 0.2735
O 6.9859 18.3004 24.8595 -0.5369 -0.3403 0.1026
O 7.8978 16.6131 23.7687 0.4509 -0.9215 -0.5266
H 5.2781 16.1041 24.8434 -0.6224 -0.4939 1.2774
H 5.4079 15.9749 23.1863 0.3924 -0.7377 -1.0236
H 4.7649 17.4384 23.8031 0.0507 0.2380 0.3955
C 17.2167 27.7193 25.9684 0.5040 1.4541 -1.4081
C 15.9531 26.8727 25.8539 -0.0192 1.0935 -0.6908
O 14.9036 27.4233 25.4137 0.0144 -0.1333 0.4150
O 16.1266 25.6649 26.0820 -0.3693 -1.4915 0.3860
H 17.1755 28.5417 25.2031 -0.1917 -0.4956 0.7160
H 18.0544 27.1137 25.6159 0.0875 -0.0654 0.5268
H 17.4646 28.2204 26.9164 -0.3106 -0.5549 -0.0818
C 4.7969 20.5950 23.1891 -2.1349 0.6176 -0.0254
C 4.7977 21.4497 21.9282 -0.0309 0.5681 -1.0270
O 3.7577 21.9513 21.4133 0.1955 -0.7563 0.8804
O 5.9581 21.6306 21.4527 0.4436 -0.2734 0.0926
H 5.3391 19.6657 23.0301 -0.3858 -0.1938 0.1622
H 3.7408 20.5548 23.6269 1.4372 -0.5557 -0.5964
H 5.3611 21.1649 23.8896 0.6428 0.3461 0.7640
C 12.3915 20.8191 28.8676 -0.5071 1.2510 1.4415
C 11.6675 21.3084 27.6242 -2.5353 -1.0583 -0.3631
O 10.3792 21.3943 27.6069 1.5972 0.1321 0.7033
O 12.3782 21.4753 26.6291 1.1603 0.6336 -1.1302
H 12.7157 21.7536 29.4180 0.3786 -1.0897 -0.6734
H 13.1747 20.0878 28.6538 0.1330 0.5078 -0.0364
H 11.7207 20.4029 29.6140 -0.3247 -0.3363 -0.1539
```
Forces are in eV/Å.

Summary:
2S+1 = 1
E_HOMO = -14.04 eV
E = -5221.20327 hartree
charge = +4